No. 1
ORCA calculation (the ωB97M-V functional and the def2-TZVPD basis) on C38H47InN2PS3 as an isolated structure.

**Energy relative to the best compared isomer or geometry (same formula, charge and spin)**: 0.0 kcal/mol
**E**: -3311.56861 Ha
**Frontier orbital gap**: 6.9 eV
**LUMO**: -3.19 eV

```
! wB97M-V def2-TZVPD RIJCOSX def2/J DEFGRID3
* xyz 1 1
In -0.3826 -0.0674 0.1928
C 0.7555 0.2749 2.7339
C 1.4083 -0.4501 1.6887
C 1.7380 0.5806 0.6455
C 1.1334 1.7882 1.1108
C 0.5878 1.6176 2.3973
C 0.0688 2.7373 3.2780
C 1.2159 3.1410 4.2195
C -1.1286 2.2947 4.1178
C -0.3359 3.9547 2.4441
C 2.7549 0.6318 -0.5003
C 2.8931 -0.6485 -1.3218
C 2.3677 1.7468 -1.4830
C 4.1151 1.0150 0.1118
C 1.8668 -1.9038 1.8835
C 3.3957 -2.0053 1.9564
C 1.3324 -2.4414 3.2179
C 1.3086 -2.8324 0.7929
H 0.4023 -0.1845 3.6433
H 1.1855 2.7232 0.5782
H 1.5103 2.3048 4.8558
H 0.9061 3.9681 4.8610
H 2.0916 3.4578 3.6510
H -0.8853 1.4298 4.7386
H -1.9871 2.0566 3.4840
H -1.4305 3.1004 4.7887
H 0.5195 4.3901 1.9258
H -0.7497 4.7267 3.0940
H -1.0955 3.6992 1.7015
H 1.9350 -0.9532 -1.7520
H 3.2988 -1.4833 -0.7592
H 3.5714 -0.4661 -2.1569
H 1.3589 1.6112 -1.8848
H 3.0655 1.7318 -2.3199
H 2.4317 2.7374 -1.0336
H 4.4637 0.2887 0.8420
H 4.0511 1.9856 0.6063
H 4.8622 1.0854 -0.6807
H 3.7852 -1.3366 2.7260
H 3.8845 -1.7650 1.0178
H 3.6797 -3.0249 2.2217
H 1.7350 -1.8948 4.0705
H 1.6294 -3.4853 3.3210
H 0.2409 -2.4066 3.2643
H 1.5847 -2.5307 -0.2149
H 0.2124 -2.8633 0.8527
H 1.6631 -3.8543 0.9392
S 2.0487 -3.7270 -4.5963
C 1.1174 -2.4556 -4.1504
S -0.1083 -2.5628 -2.8986
C -0.3509 -0.8461 -2.9993
N 0.3373 -0.2612 -3.9080
N 1.1176 -1.1596 -4.5858
C 1.9319 -0.6296 -5.6413
C 2.1092 -1.3484 -6.8127
C 2.8889 -0.8070 -7.8231
C 3.4748 0.4402 -7.6694
C 3.2714 1.1583 -6.4997
C 2.4991 0.6266 -5.4800
S -1.4918 -0.0035 -1.9671
H 1.6476 -2.3162 -6.9340
H 3.0316 -1.3659 -8.7380
H 4.0808 0.8563 -8.4628
H 3.7132 2.1384 -6.3790
H 2.3172 1.1862 -4.5751
C -2.5411 -0.8874 3.2232
P -2.5783 -0.4209 1.4750
C -3.6688 0.9965 1.2985
C -4.9556 0.9443 1.8398
C -5.7910 2.0424 1.7350
C -5.3499 3.1925 1.0900
C -4.0765 3.2463 0.5454
C -3.2344 2.1491 0.6515
C -3.3230 -1.8282 0.6233
C -2.8246 -3.1047 0.8884
C -3.3142 -4.1976 0.1919
C -4.3000 -4.0199 -0.7698
C -4.7946 -2.7514 -1.0360
C -4.3054 -1.6526 -0.3461
H -3.5252 -1.2538 3.5149
H -2.2707 -0.0256 3.8267
H -1.8068 -1.6758 3.3810
H -5.3084 0.0459 2.3323
H -6.7875 2.0027 2.1533
H -6.0064 4.0486 1.0101
H -3.7368 4.1394 0.0387
H -2.2405 2.1977 0.2175
H -2.0568 -3.2558 1.6396
H -2.9285 -5.1863 0.4004
H -4.6828 -4.8735 -1.3129
H -5.5604 -2.6136 -1.7871
H -4.6829 -0.6635 -0.5710
*
```

No. 2
ORCA calculation (the ωB97M-V functional and the def2-TZVPD basis) on one molecule with the formula C3H6FNOS at a distorted geometry.

**Energy relative to the best compared isomer or geometry (same formula, charge and spin)**: 57.3 kcal/mol
**E**: -745.87793 Ha
**Frontier orbital gap**: 9.2 eV
**LUMO**: -0.09 eV
**SMILES string**: CN(C)SC(=O)F

```
! wB97M-V def2-TZVPD RIJCOSX def2/J DEFGRID3
* xyz 0 1
C 0.0624 -1.2031 -0.2881
N 0.7887 -0.0439 0.0515
C 0.2103 1.1777 0.2944
S 2.1364 0.3450 -1.4531
C 3.6692 0.4940 -0.4865
O 4.7160 0.7535 -0.9112
F 3.3386 0.2999 0.7889
H -0.8387 -0.9744 -0.9196
H 0.6313 -1.9840 -0.8503
H -0.2327 -1.7097 0.7100
H -0.5556 1.3804 -0.5458
H -0.4091 0.9744 1.2743
H 0.9377 2.0896 0.5545
*
```

No. 3
ORCA calculation (the ωB97M-V functional and the def2-TZVPD basis) on C2H4N4 as an isolated structure at a distorted geometry.

**Energy relative to the best compared isomer or geometry (same formula, charge and spin)**: 21.9 kcal/mol
**E**: -297.60947 Ha
**Frontier orbital gap**: 9.4 eV
**LUMO**: 0.65 eV

```
! wB97M-V def2-TZVPD RIJCOSX def2/J DEFGRID3
* xyz 0 1
C 0.1367 0.1009 -0.3425
C 0.6573 -0.1524 1.6098
H 0.5477 1.4133 -1.9225
H -0.6807 0.2785 -2.1897
H 1.1715 -0.0446 2.6038
H -1.8516 -0.8185 -0.1535
N 0.0609 0.5173 -1.6587
N 1.1047 0.3694 0.4633
N -0.3885 -0.9024 1.4487
N -0.7579 -0.7614 0.1412
*
```

No. 4
ORCA calculation (the ωB97M-V functional and the def2-TZVPD basis) on a 2-piece molecular cluster, C3H8P2 overall at a distorted geometry.

**Energy relative to the best compared isomer or geometry (same formula, charge and spin)**: 71.6 kcal/mol
**E**: -801.63725 Ha
**Frontier orbital gap (spin up / spin down)**: 7.3 / 7.5 eV
**LUMO (spin up / spin down)**: -0.71 / -0.58 eV

```
! wB97M-V def2-TZVPD RIJCOSX def2/J DEFGRID3
* xyz 0 1
C -0.0817 1.7786 -1.0316
C -0.0855 0.4378 -1.2733
C 0.4821 -0.2919 -0.1618
P -1.7831 -1.2898 1.0294
P 0.9752 0.5343 1.3751
H -0.4621 2.4112 -1.8208
H 0.3555 2.3201 -0.1939
H -0.3008 -0.1308 -2.1180
H 0.8636 -1.3200 -0.5402
H -0.8711 -2.2028 1.4052
H -2.3652 -2.1276 -0.0762
H 2.3258 0.4982 1.1388
H 0.9472 -0.6172 2.2674
*
```

No. 5
ORCA calculation (the ωB97M-V functional and the def2-TZVPD basis) on one molecule with the formula C23H23N3O4 at a distorted geometry.

**Energy relative to the best compared isomer or geometry (same formula, charge and spin)**: 62.1 kcal/mol
**E**: -1355.48813 Ha
**Frontier orbital gap**: 7.8 eV
**LUMO**: -0.07 eV
**SMILES string**: O=C(/C=C1\NC2(CCCC2)Cc2ccccc21)C(=O)N/N=C/c1ccc(O)c(O)c1

```
! wB97M-V def2-TZVPD RIJCOSX def2/J DEFGRID3
* xyz 0 1
O 0.2490 0.6308 1.1549
C -0.3041 1.6521 0.7252
C -1.5847 1.7113 0.1204
C -2.3804 0.5929 -0.0458
N -1.9210 -0.6091 0.3138
C -2.6972 -1.8255 0.2479
C -1.7574 -3.0468 0.3534
C -2.2666 -3.8789 1.5325
C -2.9042 -2.8416 2.4509
C -3.6433 -1.9374 1.4702
C -3.4701 -1.7843 -1.0739
C -4.2808 -0.5232 -1.1433
C -5.5452 -0.4973 -1.7062
C -6.2707 0.6812 -1.7529
C -5.7335 1.8434 -1.2252
C -4.4696 1.8315 -0.6654
C -3.7255 0.6554 -0.6295
C 0.3543 3.0189 0.8598
O -0.2729 4.0324 1.1027
N 1.7053 3.0674 0.6937
N 2.4482 2.0092 0.3650
C 3.7102 2.1203 0.2492
C 4.5159 0.9705 -0.0885
C 5.8830 1.0900 -0.3282
C 6.6390 -0.0205 -0.6506
C 6.0474 -1.2728 -0.7343
O 6.7894 -2.3618 -1.0480
C 4.6700 -1.3985 -0.4856
O 4.1388 -2.6637 -0.5743
C 3.9172 -0.2912 -0.1694
H -1.9303 2.6778 -0.1991
H -1.0137 -0.5837 0.7880
H -0.7425 -2.7012 0.5533
H -1.7396 -3.6199 -0.5727
H -3.0255 -4.5867 1.1950
H -1.4684 -4.4383 2.0168
H -3.5675 -3.2847 3.1918
H -2.1299 -2.2765 2.9711
H -3.8696 -0.9569 1.8867
H -4.5816 -2.4040 1.1675
H -4.1103 -2.6618 -1.1699
H -2.7533 -1.7943 -1.9024
H -5.9677 -1.4076 -2.1073
H -7.2575 0.6895 -2.1911
H -6.3023 2.7607 -1.2471
H -4.0659 2.7355 -0.2379
H 2.1484 3.9844 0.8295
H 4.2271 3.0771 0.4000
H 6.3567 2.0582 -0.2656
H 7.6971 0.0592 -0.8408
H 6.2016 -3.1305 -1.0505
H 3.1998 -2.6190 -0.3640
H 2.8593 -0.3692 0.0326
*
```

No. 6
ORCA calculation (the ωB97M-V functional and the def2-TZVPD basis) on C9H28ClN6O4Sr as an isolated structure at a distorted geometry.

**Energy relative to the best compared isomer or geometry (same formula, charge and spin)**: 5.9 kcal/mol
**E**: -1479.83041 Ha
**Frontier orbital gap**: 10.0 eV
**LUMO**: -2.63 eV

```
! wB97M-V def2-TZVPD RIJCOSX def2/J DEFGRID3
* xyz 1 1
Sr -0.3139 -0.2972 0.0280
N 1.7508 -1.2219 1.5558
C 2.5959 -0.1381 2.1027
C 1.7999 1.1228 2.3844
N 1.1415 1.6993 1.1942
C 2.1347 2.3164 0.2938
C 1.8921 2.1125 -1.1933
N 1.7516 0.6819 -1.5248
C 0.1155 2.6665 1.6303
C -0.6800 3.2899 0.4993
N -1.3823 2.2745 -0.3165
H 1.0985 -1.5418 2.2699
H 2.3314 -2.0290 1.3566
H 3.3920 0.0492 1.3798
H 3.0931 -0.4325 3.0307
H 2.4476 1.8704 2.8629
H 1.0233 0.8938 3.1156
H 3.1160 1.9047 0.5363
H 2.2153 3.3915 0.5001
H 2.7152 2.5870 -1.7358
H 0.9774 2.6065 -1.5168
H 2.6204 0.1918 -1.3308
H 1.6021 0.5792 -2.5233
H 0.5761 3.4713 2.2213
H -0.5644 2.1416 2.3076
H -0.0275 3.8609 -0.1612
H -1.3726 4.0136 0.9358
H -1.7358 2.7049 -1.1635
H -2.2064 1.9540 0.1879
N -2.2119 -0.7284 -1.9090
C -2.7782 -2.1008 -1.8927
C -1.8217 -3.1322 -2.4694
C -0.6469 -3.5648 -1.6078
N 0.3825 -2.5039 -1.4855
H -2.9313 -0.0884 -1.5817
H -2.0512 -0.4653 -2.8776
H -3.7141 -2.1373 -2.4551
H -3.0223 -2.3451 -0.8569
H -1.4559 -2.7879 -3.4465
H -2.4036 -4.0287 -2.6958
H -0.2182 -4.4762 -2.0317
H -0.9938 -3.8151 -0.6038
H 0.7131 -2.2829 -2.4212
H 1.1930 -2.8857 -1.0062
O -1.0344 -0.3760 2.8713
Cl -2.0684 -1.0940 2.1305
O -3.0825 -1.6316 2.9468
O -1.3624 -2.1373 1.3411
O -2.5995 -0.1419 1.1239
*
```